C37H25Br3Cl7N4OTi | ωB97M-V/def2-TZVPD

Structure (XYZ):
```
78
Properties=species:S:1:pos:R:3:forces:R:3:lowdin_spin:R:1
Ti -0.5163 1.0679 0.8162 0.0089 0.0213 0.2067 1.165
Br 5.9838 0.7079 2.9217 -0.0068 -0.0046 -0.0073 0.002
C 4.1846 0.8546 2.4218 -0.0098 0.0706 -0.0358 0.006
C 3.7169 2.0077 1.8123 0.0183 -0.0808 0.0378 -0.001
C 2.3871 2.0467 1.4418 0.0229 0.0373 -0.0138 0.009
N 1.5438 1.0323 1.6427 -0.0155 0.1606 0.1466 0.002
C 1.9964 -0.0690 2.2538 -0.0114 -0.0349 -0.0967 0.006
C 3.3162 -0.1986 2.6527 -0.0150 -0.0615 0.0121 -0.001
C 0.9934 -1.1478 2.4202 -0.0578 0.0640 -0.0949 0.005
C 1.2629 -2.3050 3.1283 0.0682 -0.0145 0.0259 0.000
C 0.2916 -3.2888 3.2004 -0.0413 0.0108 -0.0166 0.004
Br 0.6215 -4.8669 4.1528 0.0046 0.0031 -0.0080 0.001
C -0.9209 -3.0931 2.5625 0.0405 0.0130 0.0076 -0.001
C -1.1118 -1.9015 1.8887 -0.0095 -0.0258 -0.0209 0.006
N -0.1905 -0.9362 1.8140 0.0012 -0.2152 0.0317 0.005
H 4.3661 2.8496 1.6227 -0.0079 0.0070 -0.0033 0.000
H 1.9810 2.9184 0.9464 0.0065 -0.0118 0.0196 0.002
H 3.6788 -1.1027 3.1165 0.0089 0.0046 0.0067 0.000
H 2.2116 -2.4516 3.6206 -0.0003 0.0114 0.0083 0.000
H -1.7031 -3.8372 2.5975 -0.0086 0.0087 -0.0082 0.000
H -2.0394 -1.7135 1.3710 -0.0147 -0.0106 0.0064 0.001
Cl 0.3620 4.5556 -0.1209 0.0164 -0.0135 0.0103 0.006
C -0.2492 4.2885 1.4964 -0.0443 0.0461 0.0854 0.009
C -0.5581 2.9950 1.9066 0.0945 0.1155 -0.1807 -0.009
C -0.9376 2.8845 3.2320 0.0403 0.0904 -0.1060 0.008
Cl -1.2166 1.2505 3.8116 -0.0376 -0.0502 0.0305 0.001
C -1.0724 3.9462 4.1167 -0.0204 -0.0650 0.0657 -0.003
Cl -1.5641 3.6885 5.7412 0.0041 0.0159 -0.0102 -0.002
C -0.7905 5.2275 3.6498 -0.0043 0.0150 0.0124 0.011
Cl -0.9488 6.5756 4.6981 -0.0009 -0.0054 -0.0098 0.004
C -0.3629 5.4006 2.3323 0.0104 0.0085 -0.0318 -0.002
Cl 0.0221 6.9775 1.7687 -0.0066 -0.0124 0.0031 -0.002
Br 5.4035 -2.9952 -0.8241 0.0044 0.0042 0.0054 0.000
C 3.8621 -1.9059 -0.9084 -0.0065 -0.0132 0.0048 0.002
C 2.6184 -2.4612 -0.6506 0.0238 0.0007 -0.0142 0.000
C 1.4923 -1.6546 -0.6846 -0.0190 -0.0094 -0.0326 0.004
C 1.5994 -0.3010 -0.9786 0.0388 0.0200 -0.0710 0.007
C 2.8516 0.2336 -1.2675 0.0194 0.0004 0.0232 0.003
C 3.9862 -0.5632 -1.2285 -0.0225 0.0143 0.0045 0.000
N 0.4496 0.5413 -0.9452 0.1040 -0.1090 0.0087 0.115
C 0.1391 1.1736 -2.0712 0.0248 -0.0356 0.0277 0.246
C -0.9566 2.0592 -2.0071 -0.0297 0.0042 0.0238 0.073
C -1.4400 2.8074 -3.0926 0.0100 0.0051 -0.0199 0.045
C -2.4808 3.6751 -2.8956 0.0091 0.0027 -0.0178 0.046
C -3.0285 3.7978 -1.6091 -0.0105 -0.0110 0.0069 0.061
C -2.5105 3.0410 -0.5914 -0.0386 0.0238 -0.0147 0.036
N -1.5011 2.1599 -0.7624 -0.1257 0.0283 -0.0362 0.092
H 2.5315 -3.5170 -0.4310 -0.0083 0.0007 -0.0017 0.000
H 0.5165 -2.0786 -0.4994 -0.0185 -0.0020 0.0184 0.001
H 2.9390 1.2892 -1.4975 0.0026 -0.0053 -0.0085 0.000
H 4.9596 -0.1414 -1.4385 0.0037 -0.0025 -0.0017 0.000
H 0.6977 1.0113 -2.9867 -0.0056 -0.0180 0.0028 0.011
H -0.9745 2.6934 -4.0626 0.0024 -0.0035 0.0017 0.000
H -2.8674 4.2662 -3.7147 -0.0019 -0.0023 0.0000 0.001
H -3.8397 4.4819 -1.4075 0.0015 0.0014 0.0092 0.002
H -2.8954 3.1367 0.4148 -0.0023 -0.0169 0.0091 0.001
C -2.6444 -3.9711 -0.6751 -0.0037 -0.0021 -0.0080 0.000
C -2.0120 -2.8017 -1.3837 0.0362 0.0333 -0.0494 0.001
O -2.2401 -1.6570 -1.0274 -0.1114 -0.0149 0.0765 0.004
C -1.0711 -3.0611 -2.5043 0.0420 -0.0025 -0.0225 0.000
C -0.7044 -1.9939 -3.3239 -0.0142 0.0140 0.0159 0.003
C 0.2246 -2.1770 -4.3309 0.0111 -0.0129 0.0088 0.000
C 0.8069 -3.4259 -4.5171 -0.0002 -0.0058 0.0054 0.000
C 0.4437 -4.4937 -3.7091 0.0085 0.0037 -0.0167 0.000
C -0.5021 -4.3158 -2.7108 -0.0051 0.0077 0.0037 0.000
H -3.3997 -3.6140 0.0214 0.0075 0.0108 -0.0008 0.000
H -1.8815 -4.5276 -0.1250 -0.0033 -0.0054 -0.0045 0.000
H -3.0978 -4.6614 -1.3864 0.0013 -0.0043 -0.0017 0.000
H -1.1585 -1.0268 -3.1499 -0.0001 -0.0124 -0.0053 0.003
H 0.5015 -1.3512 -4.9733 -0.0012 0.0032 -0.0043 0.000
H 1.5415 -3.5683 -5.2987 -0.0008 0.0005 -0.0024 0.000
H 0.8941 -5.4654 -3.8605 -0.0015 -0.0020 0.0032 0.000
H -0.7804 -5.1565 -2.0886 -0.0044 0.0011 0.0019 0.000
Cl -5.6640 1.3324 -0.0557 0.0511 0.0017 0.0067 0.002
C -4.2177 0.3397 -0.1016 -0.0811 0.0026 -0.0832 0.001
Cl -3.2359 0.5744 1.3845 0.0489 0.0124 0.0526 0.008
H -3.5999 0.6148 -0.9469 0.0154 -0.0050 0.0170 0.000
H -4.4923 -0.7058 -0.1342 0.0166 0.0013 0.0063 0.000
```
Forces are in eV/Å.

Output
2S+1 = 3
total charge = +1
energy relative to the best compared isomer or geometry (same formula, charge and spin) = 12.28 kcal/mol